# C25H21N4O6S3Se2W

A structure of composition C25H21N4O6S3Se2W (wB97M-V/def2-TZVPD, the OMol25 dataset).

```
62
Properties=species:S:1:pos:R:3:lowdin_charge:R:1
W 0.405 0.467 -0.234 1.392
C 1.271 2.424 4.161 -0.380
Se 2.402 0.867 3.880 0.942
C 3.836 1.812 2.971 -0.559
C 3.472 2.207 1.552 -0.452
Se 3.113 0.588 0.506 1.036
C 3.959 1.216 -1.137 -0.280
H 1.799 3.141 4.785 0.036
H 0.383 2.084 4.690 0.015
H 0.979 2.876 3.216 0.008
H 4.710 1.163 2.995 0.064
H 4.071 2.705 3.551 0.081
H 4.298 2.693 1.031 0.090
H 2.597 2.850 1.502 0.058
H 5.032 1.124 -0.986 0.052
H 3.702 2.256 -1.321 0.046
H 3.632 0.602 -1.970 0.039
O 1.448 2.905 -3.270 0.204
C 1.252 2.416 -2.208 -0.502
O 1.082 1.100 -1.990 -0.221
C 1.252 3.173 -0.868 -0.500
O 1.633 4.287 -0.712 0.197
O 0.854 2.380 0.145 -0.377
O -1.287 1.752 -0.912 -0.423
S -2.135 0.720 -1.591 0.686
O -2.492 0.957 -2.943 -0.188
N -1.106 -0.478 -1.303 -0.280
C -0.952 -1.601 -2.114 -0.239
C -1.928 -2.209 -2.856 0.026
C -1.596 -3.329 -3.644 -0.028
C -0.323 -3.822 -3.667 -0.002
C 0.690 -3.211 -2.892 -0.126
C 2.018 -3.678 -2.838 0.043
C 2.913 -3.038 -2.029 -0.002
C 2.499 -1.925 -1.288 -0.161
N 1.277 -1.423 -1.332 -0.089
C 0.365 -2.083 -2.119 -0.152
C -3.560 0.430 -0.624 -0.295
C -3.558 -0.559 0.352 -0.075
C -4.691 -0.721 1.133 -0.044
C -5.792 0.101 0.936 -0.038
C -5.780 1.080 -0.051 -0.041
C -4.661 1.251 -0.846 -0.034
H -2.941 -1.830 -2.849 0.126
H -2.369 -3.799 -4.235 0.122
H -0.073 -4.686 -4.269 0.127
H 2.308 -4.543 -3.421 0.137
H 3.936 -3.371 -1.934 0.125
H 3.211 -1.474 -0.616 0.033
H -2.694 -1.197 0.490 0.103
H -4.714 -1.489 1.895 0.119
H -6.672 -0.027 1.552 0.119
H -6.647 1.708 -0.203 0.120
H -4.639 2.001 -1.626 0.128
S -0.837 1.099 1.701 0.862
C -0.934 -0.135 2.882 -0.680
C -1.690 0.144 4.062 -0.240
N -2.295 0.398 5.005 0.217
C -0.257 -1.287 2.677 -0.693
S 0.584 -1.499 1.201 0.767
C -0.202 -2.351 3.630 -0.234
N -0.161 -3.209 4.393 0.216
```

The charge is +1. The energy above the lowest of the compared OMol25 structures with the same formula, charge and spin comes out at 0.0 kcal per mole. The HOMO energy (alpha / beta) comes out at -11.40 / -11.40 eV. As for the strongest force on any atom: 0.28 eV Å⁻¹. As for the gap between HOMO and LUMO (alpha / beta): 6.071 / 6.072 eV.